C3H4ClFN2 | ωB97M-V/def2-TZVPD

Last column: Löwdin charge in e.
Atoms and positions in Å:
1 N -2.25471 -0.08819 0.06193  -0.01
2 N -0.93564 0.30092 0.22612  -0.03
3 C -0.13630 -0.57545 -0.20617  -0.24
4 C 1.22168 -0.22560 -0.07307  -0.68
5 Cl 2.46616 -1.40251 0.13454  0.69
6 C 1.59421 1.05948 -0.12354  -0.19
7 F 2.80146 1.57404 0.10974  0.03
8 H -2.29140 -1.14994 -0.11681  0.11
9 H -2.80500 0.20472 0.81700  0.05
10 H -0.43664 -1.53032 -0.62044  0.12
11 H 0.77618 1.83285 -0.20932  0.14

Summary:
- SMILES = N/N=C/C(Cl)=C/F
- spin multiplicity = 1
- HOMO energy (eV) = -8.7
- lowest unoccupied orbital energy (eV) = 0.559

=====

C3H4ClFO | ωB97M-V/def2-TZVPD

Last column: Löwdin charge in e.
Atoms and positions in Å:
1 C 1.04027 -0.72514 0.14798  -0.06
2 C 0.38812 0.43109 -0.28248  -0.54
3 O 0.84900 1.10316 -1.33016  0.03
4 C -0.92280 0.65696 0.23530  -0.69
5 F -1.24355 1.95032 -0.02741  0.00
6 Cl -1.84692 -0.51965 -0.70777  0.74
7 H 0.11380 -1.11678 0.97061  0.15
8 H 2.12109 -0.84129 0.48552  0.12
9 H 0.90471 -1.53752 -0.69673  0.13
10 H -1.40371 0.59886 1.20514  0.12

Summary:
- SMILES = CC(=O)[C@@H](F)Cl
- spin multiplicity = 1
- HOMO energy (eV) = -10.5
- lowest unoccupied orbital energy (eV) = -0.356

=====

C3H4ClN | ωB97M-V/def2-TZVPD

Last column: Löwdin charge in e.
Atoms and positions in Å:
1 C -0.85779 0.29901 -1.39250  -0.33
2 C -0.13537 1.41483 -0.97918  0.05
3 C 0.69060 -1.12177 1.41892  -0.53
4 N -1.36723 -0.76273 -1.37222  0.05
5 Cl -0.40943 -2.10823 0.66335  0.64
6 H 0.81255 1.72540 -1.32502  0.04
7 H -0.79179 2.05712 -0.39923  0.06
8 H 0.44596 -0.70616 2.43209  0.02
9 H 1.61251 -0.79748 0.95380  0.00

Summary:
- spin multiplicity = 1
- HOMO energy (alpha / beta) (eV) = -9.4 / -8.1
- lowest unoccupied orbital energy (alpha / beta) (eV) = 0.094 / -1.285

=====

The evaluated energy above the lowest of the compared OMol25 structures with the same formula, charge and spin for the records listed, in turn: 1.613; 2.231; 3.754 eV.